[1]
10
Properties=species:S:1:pos:R:3:forces:R:3:lowdin_charge:R:1 method="wB97M-V/def2-TZVPD" e_above_lowest_kj_mol=246.6 charge=0 orbital_gap_ev="7.68 / 7.68"
C 0.86271 0.82040 -0.23756 1.39 2.37 1.34 -0.148
C -0.35617 0.30717 0.42135 -2.66 -1.18 -1.29 -0.220
N -1.51187 0.27239 0.00958 4.20 0.25 1.31 -0.449
P -3.05413 0.39521 -0.38904 -0.94 -1.03 -0.82 0.698
H 1.49874 -0.02024 -0.65364 -0.75 1.25 0.69 0.046
H 0.52725 1.54330 -1.03309 0.66 -0.66 0.46 0.071
H 1.47114 1.48096 0.62520 -1.31 -1.98 -2.48 0.135
H 1.55100 -2.12037 0.40519 1.04 -0.76 0.34 0.058
H 0.97807 -1.75094 0.20590 -1.00 0.41 -0.24 0.012
H -3.16709 1.40013 0.51781 -0.65 1.34 0.70 -0.202



[2]
11
Properties=species:S:1:pos:R:3:forces:R:3:lowdin_charge:R:1 method="wB97M-V/def2-TZVPD" smiles="CC(=S)NP" e_above_lowest_kj_mol=86.0 charge=0 orbital_gap_ev=8.96
C -0.45526 -1.21565 0.00797 0.10 -0.52 -0.04 -0.166
C -1.06270 0.11603 0.06791 2.74 3.86 -0.65 -0.863
S -2.57586 0.54717 0.34998 -0.23 -0.08 0.01 0.704
N 0.01371 1.30594 -0.20044 -3.32 -3.00 0.65 -0.395
P 1.68806 1.21713 -0.09275 0.30 -0.18 0.01 0.729
H 0.12806 -1.32568 -0.90869 0.03 -0.01 0.06 0.074
H 0.22048 -1.35625 0.85761 0.00 0.02 -0.11 0.075
H -1.22827 -1.97963 0.04408 0.02 0.03 0.01 0.074
H -0.42660 2.20246 -0.05480 -0.08 -0.09 0.01 0.018
H 1.88958 0.19479 -1.04287 0.22 -0.04 -0.15 -0.124
H 1.80880 0.29369 0.97199 0.22 0.01 0.18 -0.125



[3]
10
Properties=species:S:1:pos:R:3:forces:R:3:lowdin_charge:R:1 method="wB97M-V/def2-TZVPD" e_above_lowest_kj_mol=61.8 charge=-1 orbital_gap_ev=6.81
S -0.90422 -1.54040 1.38306 -0.05 0.02 0.12 -0.268
H -1.47246 -1.66998 0.17406 -0.01 0.01 -0.03 -0.460
C 0.67724 1.15694 -2.20833 0.81 0.55 -0.41 -0.054
C 1.05753 0.77324 -0.98939 -0.91 -0.37 0.12 -0.327
N 0.48090 1.23203 0.19455 1.00 1.43 -0.12 -0.011
H 0.04523 2.01884 -2.39054 -0.51 -0.30 0.14 0.032
H 1.18045 0.75510 -3.07859 0.18 0.07 -0.01 0.020
H 1.89017 0.08640 -0.92607 -0.26 -0.58 0.29 0.085
H -0.12402 0.65968 0.79047 0.30 -0.63 -0.33 -0.071
H 0.19441 2.19243 0.06229 -0.54 -0.22 0.24 0.054



[4]
10
Properties=species:S:1:pos:R:3:forces:R:3:lowdin_charge:R:1 method="wB97M-V/def2-TZVPD" e_above_lowest_kj_mol=90.8 charge=-1 orbital_gap_ev=6.96
S 0.18153 2.08384 0.65087 -0.70 -0.35 0.30 -0.344
H -0.97860 1.48754 1.10995 0.76 0.39 -0.31 -0.445
C -0.42208 -1.58306 0.63790 -1.14 -1.24 -1.14 -0.180
C 0.36442 -1.03821 -1.48565 -0.29 -0.29 -1.13 -0.124
N -0.23077 -1.90991 -0.78835 0.10 0.92 0.25 -0.109
H 0.32725 -0.90319 1.02569 -0.03 -0.07 0.46 0.030
H -1.43712 -1.17243 0.69854 0.31 0.58 0.05 0.065
H -0.60966 -2.57081 1.07785 0.89 0.28 0.72 0.053
H 0.35488 -1.22491 -2.56643 0.29 -0.14 0.04 0.045
H 0.80048 -0.07399 -1.21451 -0.19 -0.10 0.77 0.009



[5]
10
Properties=species:S:1:pos:R:3:forces:R:3:lowdin_charge:R:1 method="wB97M-V/def2-TZVPD" e_above_lowest_kj_mol=92.0 charge=-1 orbital_gap_ev=6.61
S -2.45726 -0.48314 0.04812 0.14 0.19 0.09 -0.416
H -2.39059 0.78995 0.49648 -0.02 -0.16 -0.06 -0.508
C 1.49657 1.39942 -0.35070 0.64 -0.02 1.22 -0.172
C 1.77891 -0.79290 0.36884 0.38 1.75 -0.69 -0.079
N 2.27967 0.16989 -0.29396 -0.13 -0.48 -0.19 -0.120
H 0.78086 1.52435 0.47420 -0.31 -0.49 -0.25 0.065
H 2.19023 2.22804 -0.18139 -0.03 0.15 -0.77 0.057
H 0.98647 1.38895 -1.30472 -0.07 0.49 -0.16 0.073
H 2.31705 -1.72664 0.27755 -0.32 -0.37 0.55 0.053
H 0.86813 -0.55071 0.91446 -0.29 -1.06 0.25 0.046



[6]
11
Properties=species:S:1:pos:R:3:forces:R:3:lowdin_charge:R:1 method="wB97M-V/def2-TZVPD" smiles=C[NH2+]C1SS1 e_above_lowest_kj_mol=65.5 charge=+1 orbital_gap_ev=8.68
C -0.59267 -0.52703 0.28281 1.73 -1.73 2.07 -0.011
N 0.41736 0.54402 0.14447 -1.73 0.46 -0.10 -0.072
C 1.68088 0.11292 -0.58435 -0.42 -0.14 -1.04 -1.024
S 3.00821 1.18635 -0.20971 0.70 0.08 0.01 0.645
S 2.81132 -0.80441 0.41993 0.01 0.20 0.14 0.639
H -0.52237 -1.13051 -0.53977 -0.85 -0.88 -2.85 0.072
H -0.25998 -1.32190 0.99437 -0.04 1.22 0.31 0.127
H -1.52018 -0.13727 0.57853 -1.30 0.40 0.00 0.101
H 0.51992 0.88038 1.11948 1.21 0.03 -0.64 0.176
H -0.11894 1.31751 -0.32381 1.17 -0.55 0.00 0.200
H 1.57391 -0.26681 -1.67750 -0.48 0.92 2.09 0.147



[7]
10
Properties=species:S:1:pos:R:3:forces:R:3:lowdin_charge:R:1 method="wB97M-V/def2-TZVPD" e_above_lowest_kj_mol=313.3 charge=0 orbital_gap_ev=10.46
C 0.79157 0.68735 -0.67998 -1.46 0.70 -0.99 0.046
C -0.07755 -0.39755 -1.02446 -0.21 -3.25 -0.68 -0.370
O -0.33337 -1.37007 -0.25066 1.11 0.80 -1.72 -0.063
H 1.80448 0.53123 -0.33867 -0.56 -0.33 1.70 0.104
H 0.68769 1.67420 -1.12660 0.00 -0.52 -0.93 0.088
H -0.63053 -0.36372 -1.96338 -0.32 0.39 -0.20 0.137
H -0.38264 0.60635 -0.23785 1.63 2.36 1.99 0.163
H -0.39298 -0.67763 2.56630 -0.19 0.29 0.36 0.032
H -0.60477 -0.59054 1.10323 -0.63 0.35 1.31 -0.023
O -0.86190 -0.09961 1.95208 0.64 -0.78 -0.85 -0.115



[8]
10
Properties=species:S:1:pos:R:3:forces:R:3:lowdin_charge:R:1 method="wB97M-V/def2-TZVPD" smiles="O=CO.C" e_above_lowest_kj_mol=33.2 charge=0 orbital_gap_ev=11.85
O -0.96921 1.31403 0.74624 -0.59 -0.02 0.36 0.061
C -0.90789 1.11105 1.92932 1.62 1.44 -0.39 -0.398
O -0.64126 -0.06514 2.46390 -0.50 1.25 2.82 0.114
H -0.78618 1.91123 2.70339 -0.75 -0.46 -0.41 0.151
H -0.54642 -0.67269 1.78556 0.22 -2.21 -2.38 0.074
C 0.83368 -0.73761 -1.93539 -4.16 0.17 0.66 -0.047
H 0.69806 -0.07926 -1.06485 0.13 -0.20 -0.21 -0.002
H 0.80831 -1.77145 -1.59166 0.50 0.04 -0.21 0.012
H -0.14054 -0.59126 -2.55707 1.76 -0.21 0.89 0.059
H 1.65145 -0.41890 -2.47945 1.77 0.20 -1.13 -0.024



[9]
10
Properties=species:S:1:pos:R:3:forces:R:3:lowdin_charge:R:1 method="wB97M-V/def2-TZVPD" smiles="O=CO.C" e_above_lowest_kj_mol=28.6 charge=0 orbital_gap_ev=11.65
O -0.69102 -2.76869 0.38383 -1.18 -0.79 -0.49 0.108
C 0.25260 -2.09095 0.22191 1.23 0.83 1.12 -0.400
O 1.02202 -1.74319 1.28785 -0.72 -0.59 0.20 0.073
H 0.64273 -1.64138 -0.69395 -0.24 -0.12 -0.53 0.131
H 1.73208 -1.19096 1.00306 0.89 0.69 -0.30 0.079
C -0.55991 1.83581 -0.42284 -0.91 1.44 -0.34 -0.047
H -1.02766 1.50529 0.49716 0.48 -0.49 0.16 0.019
H -0.12197 2.82226 -0.26609 0.30 -0.14 0.25 0.016
H -1.39863 2.06951 -1.08283 0.07 -0.35 -0.26 0.018
H 0.14974 1.20231 -0.92809 0.07 -0.47 0.19 0.002



[10]
10
Properties=species:S:1:pos:R:3:forces:R:3:mulliken_spin:R:1 method="wB97M-V/def2-TZVPD" multiplicity=2 s_squared=0.76 e_above_lowest_kj_mol=165.4 charge=+1 orbital_gap_ev="9.70 / 4.86"
C 2.20112 1.94348 1.57286 0.51 -0.43 -0.03 0.000
H 1.12551 1.90984 1.39761 0.09 0.23 0.04 0.001
H 2.44613 1.45873 2.51770 -0.12 -0.25 -0.13 0.000
H 2.74637 1.46345 0.74753 -0.22 0.02 0.29 0.000
H 2.58856 2.94689 1.66985 -0.28 0.41 -0.18 0.000
O -0.66310 0.32922 -0.44479 0.08 0.23 0.05 0.915
C -1.15985 -0.80484 -0.34731 -0.38 -0.94 0.24 -0.026
O -0.85921 -1.82184 -1.05447 0.56 0.37 -0.03 0.056
H -1.91848 -0.99881 0.43734 0.01 0.47 -0.10 0.051
H -0.07170 -1.68351 -1.63035 -0.25 -0.11 -0.15 0.003



[11]
11
Properties=species:S:1:pos:R:3:forces:R:3:lowdin_charge:R:1 method="wB97M-V/def2-TZVPD" e_above_lowest_kj_mol=0.0 charge=+1 orbital_gap_ev=10.61
C -2.15918 0.63619 1.27185 1.28 1.12 1.51 -0.053
C 1.79567 -0.11291 -1.87366 0.64 -0.96 2.98 -0.013
O -1.12130 0.49869 0.33791 2.37 -0.34 -0.66 -0.323
O 0.56415 0.02844 -1.11178 -0.64 0.18 -0.23 -0.352
P 0.35817 0.00758 0.40598 -1.54 0.44 -0.43 1.166
H -2.96675 0.35453 0.73192 -2.84 -1.18 -1.03 0.077
H -2.26270 1.66938 1.51618 0.03 0.80 0.15 0.107
H -1.95065 0.09241 2.15937 -0.15 -0.71 0.71 0.095
H 2.14357 0.89182 -1.94487 0.71 0.42 -0.48 0.096
H 2.38881 -0.75935 -1.16455 0.30 0.68 -1.55 0.108
H 1.54556 -0.58280 -2.78221 -0.15 -0.45 -0.97 0.092



[12]
12
Properties=species:S:1:pos:R:3:forces:R:3:lowdin_charge:R:1 method="wB97M-V/def2-TZVPD" smiles="C[P@H](=O)CP=O" e_above_lowest_kj_mol=0.0 charge=0 orbital_gap_ev=8.84
C 1.73797 -0.01746 0.64666 1.00 -0.29 -0.11 -0.249
P 0.35392 -0.18590 -0.58144 1.08 -0.65 1.32 0.500
O 0.56673 0.68108 -1.74977 -0.35 0.68 -0.79 -0.452
C -1.13809 0.31989 0.39730 -0.77 -1.81 0.41 -0.516
P -2.36921 0.71561 -1.02833 0.83 1.92 0.80 0.815
O -3.01291 -0.52988 -1.39944 -0.45 -1.53 -0.23 -0.489
H 1.99064 1.13192 0.68254 -0.33 -2.38 -0.11 0.086
H 1.41908 -0.38395 1.65679 0.22 0.46 -0.80 0.036
H 2.64941 -0.69253 0.33892 -1.61 1.65 0.42 0.072
H 0.31007 -1.59806 -1.06036 -0.34 1.23 1.12 0.063
H -1.58400 -0.59848 0.96697 0.82 1.58 -0.92 0.076
H -0.92360 1.15774 1.13015 -0.09 -0.86 -1.11 0.059



[13]
11
Properties=species:S:1:pos:R:3:forces:R:3:lowdin_charge:R:1 method="wB97M-V/def2-TZVPD" smiles="O=CO.CS" e_above_lowest_kj_mol=59.4 charge=0 orbital_gap_ev=9.64
O -5.33520 0.70345 -1.14414 -0.13 0.07 0.16 0.080
C -4.34897 1.36398 -1.04272 -0.10 -0.48 -0.45 -0.395
O -3.98006 2.17305 -2.05569 -0.06 0.19 -0.13 0.073
H -3.69235 1.27230 -0.16954 0.29 0.44 -0.04 0.134
H -3.16570 2.67702 -1.94177 0.01 -0.23 0.46 0.107
C 3.42541 -1.64123 1.42639 -1.33 -0.12 1.62 -0.536
S 3.22062 -1.32118 -0.32487 0.45 0.42 -0.31 0.617
H 2.42424 -1.82711 1.84181 0.03 -0.02 -0.28 0.017
H 3.96751 -2.53081 1.74314 0.52 0.11 -0.66 0.025
H 3.73634 -0.79842 2.04217 0.44 0.13 -0.48 0.031
H 3.74816 -0.07105 -0.37478 -0.12 -0.52 0.11 -0.154



[14]
11
Properties=species:S:1:pos:R:3:forces:R:3:mulliken_spin:R:1 method="wB97M-V/def2-TZVPD" multiplicity=3 s_squared=2.01 e_above_lowest_kj_mol=0.0 charge=0 orbital_gap_ev="6.45 / 9.55"
C 1.31768 -0.90485 -0.01163 1.81 0.40 -0.57 0.778
C -1.19947 0.14155 0.26475 -0.25 -1.24 0.60 0.819
O -0.86252 1.39518 0.57194 -0.26 1.27 -0.14 0.100
O -1.77198 -0.06591 -0.94827 -0.42 0.39 -0.55 0.091
S 2.04895 0.63862 -0.38977 -0.41 -0.44 0.00 0.160
H 1.28047 -1.54305 -0.87740 -0.18 -0.22 -0.11 0.006
H 1.62140 -1.34668 0.91936 -0.34 -0.16 0.38 0.035
H -1.45463 -0.48372 1.10665 -0.27 0.02 0.08 0.015
H -0.73422 1.89285 -0.24842 0.06 -0.08 0.10 -0.013
H -1.90252 -1.00613 -1.10435 0.12 0.04 0.11 -0.004
H 1.65684 1.28214 0.71715 0.15 0.02 0.09 0.014



[15]
12
Properties=species:S:1:pos:R:3:forces:R:3:lowdin_charge:R:1 method="wB97M-V/def2-TZVPD" smiles="O=CO.CSS" e_above_lowest_kj_mol=117.0 charge=0 orbital_gap_ev=9.62
O -2.39030 -1.61139 3.71681 4.03 -2.06 -1.22 -0.002
C -1.26672 -2.07337 3.38623 -2.10 1.81 1.12 -0.296
O -0.87503 -2.10883 2.04172 -1.40 -0.67 2.70 0.010
H -0.49357 -2.41175 4.19783 -1.12 0.53 -1.90 0.165
H -1.78806 -2.08748 1.68313 0.61 0.39 -0.70 0.112
C 1.13605 2.15194 -2.71987 0.68 2.96 -0.19 -0.524
S -0.43784 1.50003 -1.95643 1.90 0.00 -0.64 0.317
S 0.51107 0.36509 -0.54368 0.48 -1.55 -0.09 0.223
H 0.93590 2.98600 -3.52864 0.04 -2.02 1.27 0.065
H 1.82188 1.38183 -3.07206 -0.66 -0.27 -0.43 0.008
H 1.82304 2.72366 -1.99628 -1.50 -0.83 -0.40 0.044
H 1.02359 -0.81573 -1.20876 -0.97 1.70 0.48 -0.121



[16]
11
Properties=species:S:1:pos:R:3:forces:R:3:lowdin_charge:R:1 method="wB97M-V/def2-TZVPD" e_above_lowest_kj_mol=233.7 charge=0 orbital_gap_ev=8.54
C 0.50396 -1.38807 1.46681 1.21 1.74 -3.27 -0.070
C -1.14222 1.33492 -0.61739 0.50 -1.67 -0.01 -0.127
O 1.35734 0.01351 1.01544 -1.80 -0.04 -0.53 -0.371
O 0.85486 -0.17211 -1.69637 0.46 -1.67 -1.63 -0.116
Si 0.29130 0.21044 -0.26278 1.02 -2.77 4.22 0.528
H 1.30011 -2.16983 1.56384 -0.60 0.69 -0.81 0.013
H 0.13234 -1.27590 2.45330 -0.61 0.88 0.77 -0.032
H -1.32924 1.89258 0.22989 -0.62 1.42 1.80 0.002
H -1.04866 1.95641 -1.46885 0.55 0.60 -0.85 0.030
H -2.00658 0.70770 -0.79911 -0.17 -0.32 0.05 0.044
H 1.08680 -1.10964 -1.88478 0.05 1.13 0.27 0.099



[17]
13
Properties=species:S:1:pos:R:3:forces:R:3:lowdin_charge:R:1 method="wB97M-V/def2-TZVPD" e_above_lowest_kj_mol=641.3 charge=-1 orbital_gap_ev="7.81 / 7.81"
C -0.67850 2.44198 0.82497 1.38 -2.78 -0.62 -0.325
C 0.75398 -1.35900 0.21507 1.07 4.49 -3.58 -0.294
O 1.19041 -1.14212 -2.45268 -0.50 0.11 0.71 -0.359
O -0.97823 -2.01941 -1.66093 -0.56 -0.24 -0.37 -0.354
O -0.37519 0.34887 -1.22766 0.19 -0.35 -0.08 -0.540
P -0.23543 0.63018 0.60090 0.10 -1.46 3.96 0.676
S 0.14018 -1.14486 -1.44492 0.28 0.66 0.64 0.459
H -0.76145 2.71850 -0.21213 -0.23 0.83 -0.62 -0.100
H 0.15628 2.99282 1.28813 -0.21 -0.28 -0.04 -0.078
H 1.78778 -1.58875 0.06512 0.71 0.06 0.64 0.021
H 0.19333 -1.95977 0.78178 -2.00 -2.47 2.06 -0.029
H -1.34026 -0.15557 0.97757 -0.16 0.27 -0.83 -0.045
H 0.14710 0.23713 2.24478 -0.05 1.17 -1.88 -0.032



[18]
13
Properties=species:S:1:pos:R:3:forces:R:3:lowdin_charge:R:1 method="wB97M-V/def2-TZVPD" e_above_lowest_kj_mol=239.0 charge=0 orbital_gap_ev=10.06
C 0.88948 -0.62073 -0.59936 2.50 3.49 -0.56 -0.121
C 0.20298 0.49898 0.24674 1.75 1.82 -2.59 -0.347
O -2.15856 -0.17461 -0.48669 0.07 0.06 0.38 -0.734
O -1.78709 2.30994 0.21594 0.05 -0.08 0.22 -0.483
O -4.60871 -0.61235 -0.29989 -0.07 -0.54 0.08 -0.532
S -3.41267 -0.68737 0.51638 -0.17 3.48 0.43 0.865
S -1.23519 1.28202 -0.65338 0.14 -1.08 0.35 0.932
H 0.21196 -1.33106 -0.87679 -1.72 -2.02 -0.70 0.015
H 1.43374 -0.21620 -1.57585 -1.40 -0.54 1.99 0.121
H 1.70789 -1.04302 -0.02213 -0.12 -0.22 0.16 0.066
H 0.92466 1.32645 0.54616 -0.92 -0.86 -0.63 0.114
H -0.27016 0.19676 1.10423 -0.93 -1.19 2.21 0.037
H -3.56103 0.68871 1.38198 0.82 -2.33 -1.33 0.068



[19]
14
Properties=species:S:1:pos:R:3:forces:R:3:lowdin_charge:R:1 method="wB97M-V/def2-TZVPD" smiles=OC(O)OOC(O)O e_above_lowest_kj_mol=395.3 charge=0 orbital_gap_ev=11.05
O 2.43169 -0.16092 -1.09197 -0.14 -0.23 0.19 0.105
C 1.51888 0.58898 -0.46489 -1.84 -1.19 0.69 -0.394
O 1.95171 1.50170 0.39896 0.36 -0.42 2.46 0.031
O 0.71041 -0.23571 0.79581 0.10 0.15 -1.74 -0.130
O -0.45162 -0.99770 0.52827 0.02 -0.37 0.00 -0.049
C -1.56863 -0.15688 0.29592 0.32 0.63 0.11 -0.517
O -1.61455 0.27146 -1.01930 0.08 0.11 -0.16 0.045
O -2.71342 -0.85842 0.61237 -0.19 -0.48 -0.02 0.060
H 3.13750 -0.39834 -0.47105 -0.05 0.13 -0.04 0.132
H 0.72741 0.90052 -1.14583 0.13 -0.16 0.02 0.151
H 1.63130 1.03348 1.28127 0.85 1.81 -1.53 0.166
H -1.49493 0.74930 0.90881 0.14 -0.16 -0.10 0.170
H -1.75220 -0.50040 -1.58703 -0.04 0.04 0.11 0.118
H -2.51353 -1.73709 0.95866 0.25 0.14 0.02 0.113



[20]
10
Properties=species:S:1:pos:R:3:forces:R:3:lowdin_charge:R:1 method="wB97M-V/def2-TZVPD" smiles="C=CO.S" e_above_lowest_kj_mol=62.6 charge=0 orbital_gap_ev=9.51
C -3.06159 0.00767 0.01734 -0.59 0.65 -0.34 -0.001
C -1.77438 -0.26919 -0.07485 -0.49 -0.70 0.85 -0.282
O -0.88773 0.04109 0.93087 -0.41 0.16 -0.64 -0.007
H -3.76146 -0.31176 -0.74118 0.24 -0.17 -0.17 0.048
H -3.50735 0.65917 0.75799 0.34 -0.11 0.29 0.058
H -1.42236 -0.94941 -0.84240 0.25 0.20 -0.11 0.106
H -0.03467 -0.23122 0.60941 0.64 -0.02 0.13 0.077
S 5.31011 0.07000 -0.41026 0.43 -0.03 -0.09 0.471
H 4.04322 -0.32071 -0.30915 -0.25 0.10 0.08 -0.245
H 5.09622 1.30435 0.06223 -0.17 -0.06 0.01 -0.225



Listing calculated total energy for the structures above in their given order: -475.7632, -874.0582, -532.7476, -532.7366, -532.7361, -930.6230, -230.1613, -230.2680, -230.2697, -229.8693, -571.3478, -912.9847, -628.4467, -628.3060, -1026.6180, -519.7337, -1044.9591, -1101.7856, -531.1181, -553.1796 Ha.